DFT (wB97M-V/def2-TZVPD) results for 7 unconnected molecules or ions with the total composition C42H84ClN10 at a distorted geometry.

Each line ends with the Mulliken charge.
Cartesian coordinates (Å):
Cl: -11.04 7.88 12.33  -0.695
N: -15.90 8.00 13.66  0.736
N: -7.82 7.87 9.40  0.660
N: -10.24 12.69 12.31  0.263
N: -13.16 7.27 16.08  0.489
N: -7.90 10.12 19.66  0.349
N: -17.38 9.25 14.64  0.096
N: -12.48 4.34 11.08  0.354
N: -13.62 4.00 9.26  0.244
N: -14.04 8.84 17.27  0.252
N: -9.23 14.60 12.21  0.098
C: -6.83 11.08 19.19  -0.582
C: -7.61 8.87 10.55  -0.308
C: -7.28 9.11 20.58  -1.155
C: -13.48 3.65 10.53  -0.267
C: -14.52 3.36 8.28  -0.286
C: -13.07 9.43 16.47  -1.355
C: -18.03 10.47 15.16  -0.867
C: -11.80 4.02 12.33  -0.509
C: -14.02 7.54 17.06  -0.305
C: -9.97 13.81 12.97  -0.177
C: -8.90 10.94 20.49  -0.456
C: -6.55 9.84 10.05  -0.617
C: -8.57 9.39 18.53  -0.961
C: -5.62 8.97 9.23  -0.899
C: -8.49 4.07 9.64  -0.267
C: -12.90 5.97 15.47  0.171
C: -16.83 7.17 14.24  -0.490
C: -11.56 5.39 15.90  -1.396
C: -7.66 8.42 17.81  -0.643
C: -8.13 7.83 16.46  -0.644
C: -14.90 7.64 12.67  0.064
C: -11.16 11.61 12.77  0.167
C: -8.99 13.95 11.02  -0.309
C: -12.57 8.45 15.68  0.099
C: -8.27 12.33 20.65  -0.622
C: -13.90 3.21 6.90  -1.257
C: -12.59 12.03 12.49  -0.997
C: -6.80 12.16 20.28  -0.715
C: -17.75 7.94 14.87  -0.606
C: -8.09 6.49 9.99  -0.875
C: -8.62 15.88 12.60  -0.761
C: -8.95 8.38 8.57  -1.020
C: -12.01 5.24 10.15  -0.345
C: -8.55 5.45 8.98  -0.404
C: -15.45 7.60 11.26  -1.357
C: -8.64 8.75 15.34  -0.615
C: -9.71 12.80 11.05  -0.560
C: -7.11 3.49 9.86  -1.319
C: -12.71 5.01 9.01  -1.094
C: -16.25 9.26 13.95  -0.372
C: -6.49 7.86 8.65  -0.542
C: -14.77 9.50 18.38  -0.886
H: -14.79 8.81 19.22  0.375
H: -14.59 6.79 17.59  0.527
H: -16.76 6.11 14.10  0.557
H: -6.67 7.87 7.57  0.453
H: -10.90 11.46 13.82  0.293
H: -8.98 4.21 10.63  -0.102
H: -12.61 5.46 8.04  0.466
H: -13.25 11.45 13.15  0.115
H: -6.74 8.98 17.61  0.418
H: -15.79 9.71 18.07  0.305
H: -14.03 2.85 10.99  0.505
H: -8.93 10.11 17.79  0.436
H: -10.40 14.07 13.92  0.454
H: -9.23 7.60 7.87  0.317
H: -7.90 5.49 8.09  0.510
H: -7.36 7.54 18.38  0.392
H: -7.06 11.49 18.21  0.434
H: -15.49 3.85 8.32  0.332
H: -15.76 10.15 13.60  0.599
H: -18.65 10.18 16.00  0.343
H: -14.29 10.44 18.64  0.362
H: -7.93 9.52 15.03  0.489
H: -13.71 5.31 15.77  0.345
H: -18.61 7.69 15.47  0.504
H: -8.90 6.71 10.69  0.191
H: -10.78 4.36 12.27  0.124
H: -12.95 11.83 11.48  0.405
H: -9.37 16.55 13.00  0.336
H: -9.12 10.41 21.41  0.396
H: -7.26 7.29 16.09  0.381
H: -10.98 10.73 12.16  -0.337
H: -14.44 6.66 12.86  -0.086
H: -11.54 4.33 15.64  0.497
H: -14.01 8.28 12.70  0.059
H: -11.41 5.45 16.98  0.407
H: -18.68 10.90 14.40  0.346
H: -4.91 8.48 9.91  0.351
H: -4.99 9.53 8.54  0.404
H: -7.07 9.57 21.54  0.486
H: -7.18 6.26 10.53  0.452
H: -11.81 8.52 14.91  0.482
H: -13.02 2.58 6.98  0.356
H: -15.77 8.59 10.92  0.386
H: -14.69 2.35 8.64  0.319
H: -8.81 13.03 20.02  0.338
H: -7.96 8.28 20.78  0.363
H: -12.83 13.06 12.76  0.397
H: -11.23 5.95 10.35  0.788
H: -6.44 13.11 19.92  0.396
H: -8.92 8.08 14.53  0.222
H: -6.41 8.66 20.12  0.404
H: -14.65 7.35 10.57  0.370
H: -9.52 9.37 15.55  -0.009
H: -9.58 11.97 10.37  0.439
H: -6.11 10.34 10.91  0.464
H: -17.28 11.19 15.47  0.375
H: -9.48 8.91 18.90  0.501
H: -7.89 15.71 13.39  0.350
H: -7.27 8.27 11.39  0.390
H: -12.26 4.57 13.15  0.061
H: -9.84 10.92 19.94  0.293
H: -12.88 10.48 16.56  0.598
H: -9.78 8.62 9.22  0.283
H: -6.17 11.80 21.10  0.339
H: -9.21 3.41 9.14  0.490
H: -6.44 4.21 10.31  0.253
H: -13.51 4.11 6.43  0.356
H: -7.03 10.63 9.46  0.299
H: -14.66 2.77 6.27  0.380
H: -16.29 6.92 11.11  0.357
H: -8.15 16.34 11.74  0.301
H: -11.83 2.95 12.51  0.445
H: -6.02 6.91 8.87  0.307
H: -5.89 10.54 19.20  0.334
H: -6.67 3.11 8.93  0.367
H: -8.46 12.67 21.66  0.354
H: -12.94 6.10 14.39  -0.501
H: -10.74 5.81 15.31  0.317
H: -8.60 9.25 8.02  0.450
H: -8.95 7.13 16.66  0.082
H: -8.54 9.35 10.82  -0.012
H: -7.12 2.58 10.46  0.426
H: -8.41 14.38 10.23  0.463
H: -9.58 5.65 8.71  0.284

Results
charge = +5
lowest unoccupied orbital energy = -9.9 eV
energy above the lowest of the compared OMol25 structures with the same formula, charge and spin = 0.0 kcal per mole
orbital gap = 9.07 eV
electronic energy = -2656.808796 Eh